# 1
Computed, not measured: a molecular structure, C34H66BCl10CuF4O12S5 in a non-equilibrium geometry, with wB97M-V/def2-TZVPD.

Structure (ORCA input):
```
! RIJCOSX wB97M-V def2-TZVPD def2/J DEFGRID3
* xyz 0 1
Cu 0.59 0.24 0.50
B -1.85 -0.33 0.15
F -3.16 -0.36 -0.32
F -1.45 -1.53 0.69
F -1.02 -0.01 -0.97
F -1.59 0.66 1.09
C 3.74 -3.02 3.30
C 4.03 -1.79 4.10
C 2.85 -0.80 4.13
S 1.36 -1.80 3.54
O 1.09 -1.46 2.13
O 0.30 -1.76 4.53
C 2.22 -3.40 3.50
H 4.37 -3.84 3.65
H 3.85 -2.94 2.22
H 4.98 -1.33 3.83
H 4.33 -2.13 5.09
H 2.92 0.10 3.52
H 2.55 -0.56 5.15
H 1.73 -4.00 2.74
H 2.06 -3.80 4.50
C 1.41 5.46 2.91
C 2.87 5.03 2.64
C 2.73 3.54 2.23
S 1.29 2.83 3.14
O 1.88 2.10 4.26
O 0.39 2.14 2.25
C 0.61 4.38 3.71
H 0.97 5.65 1.93
H 1.41 6.41 3.45
H 3.55 5.27 3.46
H 3.39 5.53 1.82
H 3.56 2.84 2.37
H 2.58 3.47 1.16
H 0.93 4.42 4.75
H -0.47 4.44 3.84
C -3.32 2.42 -4.54
C -3.53 1.68 -3.18
C -3.34 0.15 -3.41
S -3.91 -0.09 -5.22
O -5.25 -0.73 -5.23
O -2.81 -0.55 -6.11
C -4.12 1.67 -5.59
H -2.28 2.45 -4.87
H -3.57 3.48 -4.43
H -4.55 1.77 -2.80
H -2.88 2.17 -2.46
H -4.06 -0.36 -2.78
H -2.38 -0.36 -3.28
H -5.13 1.97 -5.31
H -4.06 1.85 -6.66
C 3.27 -4.25 -1.08
C 4.28 -3.21 -1.37
C 3.78 -2.33 -2.53
S 2.02 -2.03 -2.06
O 1.11 -2.35 -3.16
O 1.92 -0.76 -1.33
C 1.99 -3.40 -0.82
H 3.60 -4.86 -0.24
H 3.08 -4.82 -1.99
H 5.19 -3.77 -1.57
H 4.53 -2.60 -0.50
H 3.78 -2.91 -3.45
H 4.24 -1.34 -2.64
H 0.97 -3.79 -0.83
H 1.96 -2.89 0.15
C 0.52 1.86 -4.52
C 1.77 1.12 -4.02
C 2.40 1.97 -2.88
S 1.07 2.99 -2.14
O 1.47 4.38 -2.35
O 0.74 2.42 -0.81
C -0.18 2.50 -3.37
H -0.20 1.28 -5.10
H 0.91 2.56 -5.26
H 2.52 1.09 -4.81
H 1.51 0.17 -3.57
H 3.20 2.64 -3.20
H 2.92 1.39 -2.12
H -0.82 3.35 -3.59
H -0.74 1.77 -2.77
O 2.89 0.75 0.89
C 4.13 0.62 0.68
O 4.93 -0.31 1.16
C 6.26 -0.27 0.86
C 6.40 1.12 0.24
C 5.00 1.59 -0.09
H 6.71 -0.95 0.13
H 6.85 -0.28 1.77
H 7.13 1.20 -0.57
H 6.76 1.76 1.04
H 4.72 1.71 -1.14
H 4.82 2.54 0.42
Cl -0.66 -5.50 2.64
C -1.75 -4.56 1.53
C -2.46 -3.54 2.42
Cl -3.64 -4.26 3.53
H -2.40 -5.28 1.03
H -1.14 -4.06 0.77
H -3.10 -2.97 1.74
H -1.78 -2.88 2.95
Cl -4.52 -0.06 4.88
C -3.05 -0.05 3.81
C -1.93 0.87 4.44
Cl -2.52 2.60 4.72
H -3.38 0.36 2.85
H -2.69 -1.04 3.56
H -1.08 0.82 3.77
H -1.58 0.44 5.38
Cl -6.23 -2.15 2.23
C -5.43 -1.04 1.19
C -6.06 -0.91 -0.23
Cl -7.76 -0.64 -0.04
H -4.37 -1.29 1.18
H -5.48 -0.10 1.74
H -6.09 -1.88 -0.72
H -5.61 -0.19 -0.92
Cl -4.79 2.57 1.56
C -3.57 3.06 0.29
C -2.37 3.66 1.04
Cl -2.91 5.30 1.53
H -4.15 3.65 -0.42
H -3.27 2.17 -0.26
H -1.51 3.76 0.39
H -2.04 3.11 1.92
Cl -4.86 -4.06 -4.74
C -3.80 -4.60 -3.46
C -2.66 -3.61 -3.29
Cl -1.48 -4.25 -2.14
H -3.44 -5.59 -3.71
H -4.44 -4.53 -2.58
H -3.05 -2.70 -2.84
H -2.17 -3.51 -4.26
*
```

* HOMO energy: -0.3190 Eh

Atomic partial charges in e from the Löwdin method, atoms 1 to 99: 0.353, -1.342, 0.136, 0.164, 0.108, 0.154, -0.202, -0.230, -0.158, 0.739, -0.339, -0.314, -0.205, 0.114, 0.093, 0.102, 0.115, 0.065, 0.099, 0.054, 0.105, -0.190, -0.190, -0.209, 0.706, -0.330, -0.323, -0.202, 0.114, 0.113, 0.109, 0.109, 0.082, 0.087, 0.102, 0.068, -0.224, -0.189, -0.171, 0.736, -0.374, -0.368, -0.237, 0.080, 0.119, 0.119, 0.085, 0.071, 0.088, 0.103, 0.111, -0.190, -0.257, -0.171, 0.731, -0.335, -0.334, -0.180, 0.123, 0.124, 0.120, 0.100, 0.107, 0.096, 0.058, 0.076, -0.201, -0.176, -0.214, 0.759, -0.333, -0.337, -0.225, 0.117, 0.121, 0.119, 0.076, 0.098, 0.054, 0.106, 0.082, 0.059, -0.384, 0.044, -0.180, -0.136, -0.050, 0.130, 0.133, 0.122, 0.118, 0.115, 0.119, 0.534, -0.591, -0.695, 0.557, 0.069, 0.025



# 2
Computed, not measured: C16H19NO4 in the gas phase, with wB97M-V/def2-TZVPD.

Structure (ORCA input):
```
! RIJCOSX wB97M-V def2-TZVPD def2/J DEFGRID3
* xyz 0 1
O 4.34 0.25 1.73
C 3.28 0.23 1.15
C 2.78 1.45 0.38
O 1.47 1.25 -0.13
C 1.00 2.21 -0.95
O 1.64 3.20 -1.24
C -0.36 1.90 -1.41
C -1.00 2.74 -2.23
C -2.34 2.59 -2.78
C -3.12 1.45 -2.56
C -4.39 1.36 -3.11
C -4.89 2.39 -3.89
C -4.12 3.52 -4.11
C -2.86 3.61 -3.57
N 2.46 -0.84 1.09
C 2.70 -2.06 1.82
C 1.80 -2.18 3.07
C 0.34 -2.45 2.72
C 0.32 -3.97 2.57
C 1.47 -4.43 3.47
O 2.19 -3.28 3.87
H 2.79 2.32 1.05
H 3.47 1.66 -0.44
H -0.77 0.97 -1.06
H -0.48 3.64 -2.51
H -2.74 0.64 -1.96
H -4.98 0.47 -2.93
H -5.88 2.31 -4.31
H -4.51 4.32 -4.72
H -2.26 4.50 -3.75
H 1.58 -0.72 0.62
H 3.75 -2.04 2.15
H 2.55 -2.92 1.16
H 1.93 -1.28 3.68
H -0.30 -2.14 3.55
H 0.02 -1.93 1.82
H 0.50 -4.26 1.53
H -0.63 -4.41 2.88
H 1.11 -4.92 4.39
H 2.14 -5.13 2.95
*
```

* HOMO energy: -0.3360 Eh
* SMILES: O=C(COC(=O)/C=C/c1ccccc1)NC[C@H]1CCCO1

Population analysis type natural (NBO), resulting atomic charges in e: -0.616, 0.654, -0.169, -0.526, 0.760, -0.589, -0.326, -0.080, -0.130, -0.119, -0.228, -0.193, -0.213, -0.162, -0.616, -0.255, 0.095, -0.428, -0.442, -0.074, -0.519, 0.219, 0.224, 0.210, 0.226, 0.198, 0.215, 0.216, 0.218, 0.214, 0.408, 0.246, 0.189, 0.196, 0.215, 0.203, 0.203, 0.220, 0.182, 0.173



# 3
Computed, not measured: 2 unconnected molecules or ions with the total composition C16H10ClF4O4 in a non-equilibrium geometry, with wB97M-V/def2-TZVPD.

Structure (ORCA input):
```
! RIJCOSX wB97M-V def2-TZVPD def2/J DEFGRID3
* xyz -1 1
F -1.42 0.92 3.08
C -1.21 1.77 2.05
C 0.05 2.08 1.66
F 1.13 1.54 2.27
C 0.33 3.21 0.77
O 1.48 3.63 0.57
C -0.85 3.86 0.21
F -0.62 4.93 -0.57
C -2.11 3.51 0.57
F -3.18 4.14 0.06
C -2.39 2.42 1.51
O -3.54 2.14 1.87
C 2.41 1.04 -3.96
C 2.49 0.05 -2.84
O 1.20 0.01 -2.20
C 1.16 -0.82 -1.11
C -0.17 -0.90 -0.50
C -0.53 -1.92 0.40
C 0.49 -2.66 1.09
C 0.19 -3.67 1.97
Cl 1.47 -4.49 2.77
C -1.14 -4.04 2.24
C -2.17 -3.36 1.55
C -1.89 -2.33 0.66
O 2.21 -1.37 -0.73
H 3.35 1.06 -4.52
H 1.62 0.79 -4.68
H 2.26 2.05 -3.57
H 2.78 -0.94 -3.21
H 3.23 0.35 -2.10
H -0.92 -0.22 -0.92
H 1.51 -2.43 0.83
H -1.35 -4.81 2.97
H -3.20 -3.66 1.74
H -2.70 -1.88 0.07
*
```

* HOMO energy: -0.1113 Eh

Population analysis type natural (NBO), resulting atomic charges in e: -0.284, 0.315, 0.292, -0.274, 0.388, -0.460, 0.278, -0.286, 0.281, -0.286, 0.371, -0.470, -0.619, -0.068, -0.543, 0.728, -0.533, 0.012, -0.295, -0.028, -0.032, -0.326, -0.201, -0.272, -0.712, 0.198, 0.204, 0.205, 0.175, 0.187, 0.194, 0.264, 0.204, 0.197, 0.198



# 4
Computed, not measured: a molecular structure, C35H84N5O6 in a non-equilibrium geometry, with wB97M-V/def2-TZVPD.

Structure (ORCA input):
```
! RIJCOSX wB97M-V def2-TZVPD def2/J DEFGRID3
* xyz 3 1
N -0.14 -0.26 -0.01
O 0.62 0.07 -0.90
O 0.30 -0.95 0.87
O -1.27 0.24 0.00
C 3.39 -1.37 -5.41
C 2.55 -1.45 -4.11
C 3.42 -1.13 -2.90
C 2.61 -1.38 -1.66
N 3.47 -1.37 -0.35
C 4.45 -2.55 -0.25
C 4.63 -2.72 1.24
C 3.30 -2.45 1.93
C 2.52 -1.65 0.87
C 4.35 -0.04 -0.20
C 3.53 1.16 0.30
C 4.30 2.48 0.05
H 4.24 -0.69 -5.39
H 2.65 -1.20 -6.20
H 3.82 -2.34 -5.67
H 2.11 -2.42 -3.89
H 1.72 -0.74 -4.11
H 3.75 -0.09 -2.90
H 4.28 -1.80 -2.91
H 2.24 -2.40 -1.72
H 1.75 -0.73 -1.51
H 5.39 -2.30 -0.73
H 4.07 -3.50 -0.61
H 5.22 -1.85 1.53
H 5.17 -3.64 1.47
H 3.42 -2.15 2.97
H 2.67 -3.34 2.02
H 2.06 -0.72 1.22
H 1.66 -2.29 0.67
H 4.70 0.23 -1.20
H 5.30 -0.16 0.32
H 3.33 1.06 1.37
H 2.57 1.22 -0.21
H 5.21 2.52 0.65
H 3.65 3.30 0.36
H 4.52 2.54 -1.02
C -2.05 -2.48 1.36
C -2.19 -2.26 2.87
N -1.29 -1.21 3.53
C -1.79 -1.08 5.01
C 0.26 -1.58 3.54
C 0.51 -3.01 3.93
C -1.38 0.18 2.81
C -2.74 0.84 2.69
O -2.90 1.69 3.82
C -3.80 2.74 3.49
H -2.40 -3.48 1.08
H -1.07 -2.36 0.90
H -2.67 -1.74 0.84
H -1.91 -3.17 3.41
H -3.24 -2.14 3.15
H -1.39 -0.21 5.52
H -1.42 -1.89 5.63
H -2.86 -0.87 5.04
H 0.51 -0.81 4.27
H 0.59 -1.35 2.53
H 1.56 -3.27 4.04
H 0.33 -3.71 3.11
H -0.06 -3.44 4.75
H -0.98 0.03 1.81
H -0.69 0.87 3.30
H -3.51 0.08 2.79
H -2.78 1.30 1.70
H -3.37 3.54 2.88
H -4.05 3.32 4.38
H -4.76 2.50 3.05
C -2.46 -2.95 -4.48
C -2.71 -1.44 -4.25
N -1.84 -0.79 -3.12
C -0.44 -0.68 -3.74
C -2.28 0.63 -2.76
C -2.44 1.66 -3.87
C -1.74 -1.67 -1.81
C -2.95 -1.73 -0.82
O -4.02 -1.87 -1.68
C -5.29 -1.68 -1.00
H -3.19 -3.20 -5.25
H -2.74 -3.62 -3.66
H -1.48 -3.19 -4.90
H -3.74 -1.19 -3.98
H -2.46 -0.94 -5.19
H -0.20 -1.71 -4.00
H 0.13 -0.21 -2.94
H -0.58 -0.15 -4.68
H -1.67 0.95 -1.92
H -3.31 0.49 -2.42
H -1.45 2.05 -4.12
H -2.98 2.52 -3.47
H -2.90 1.25 -4.77
H -0.82 -1.45 -1.26
H -1.42 -2.70 -2.03
H -3.07 -0.80 -0.27
H -2.80 -2.50 -0.07
H -6.04 -2.35 -1.41
H -5.74 -0.71 -1.23
H -5.21 -1.91 0.07
C 1.72 2.59 -0.71
C 0.22 2.56 -0.41
N -0.29 3.64 0.61
C 0.15 4.90 -0.08
C -1.79 3.51 0.79
C -2.63 3.48 -0.53
C 0.53 3.64 1.98
C 0.16 2.47 2.90
O 0.29 1.10 2.47
C 1.64 0.47 2.46
H 1.85 1.62 -1.19
H 2.35 2.63 0.18
H 1.98 3.41 -1.38
H -0.13 1.65 0.08
H -0.34 2.64 -1.34
H -0.13 4.89 -1.13
H 1.24 4.99 -0.03
H -0.29 5.73 0.48
H -2.11 4.27 1.51
H -1.92 2.55 1.28
H -2.52 4.46 -1.00
H -3.71 3.51 -0.34
H -2.31 2.74 -1.26
H 0.32 4.57 2.50
H 1.59 3.67 1.75
H -0.89 2.57 3.18
H 0.75 2.59 3.81
H 2.19 0.28 3.39
H 2.33 1.04 1.85
H 1.57 -0.50 1.98
*
```

* HOMO energy: -0.5946 Eh

Atomic partial charges in e from the Löwdin method, atoms 1 to 99: -0.530, -0.067, -0.138, -0.028, -0.061, -0.249, -0.197, -0.103, -0.095, -0.103, -0.147, -0.117, -0.090, -0.027, -0.261, -0.043, 0.084, 0.075, 0.081, 0.113, 0.064, 0.116, 0.129, 0.137, 0.055, 0.141, 0.147, 0.110, 0.141, 0.124, 0.105, 0.016, 0.137, 0.113, 0.136, 0.077, 0.028, 0.106, 0.067, 0.106, -0.068, -0.108, -0.151, 0.052, -0.110, -0.043, -0.136, -0.183, -0.158, -0.083, 0.127, 0.093, 0.023, 0.114, 0.130, 0.107, 0.103, 0.109, 0.134, 0.063, 0.080, 0.088, 0.091, 0.090, 0.051, 0.132, 0.102, 0.061, 0.104, 0.106, -0.041, -0.119, -0.183, 0.007, -0.176, -0.037, -0.015, -0.267, -0.180, -0.019, 0.097, 0.082, 0.082, 0.126, 0.120, 0.094, 0.085, 0.118, 0.078, 0.128, 0.081, 0.087, 0.090, 0.094, 0.140, 0.114, 0.043, 0.098, 0.093



# 5
Computed, not measured: a molecular structure, C10H20N3O2PdS in a non-equilibrium geometry, with wB97M-V/def2-TZVPD.

Structure (ORCA input):
```
! RIJCOSX wB97M-V def2-TZVPD def2/J DEFGRID3
* xyz -1 1
Pd 0.46 -0.55 -0.58
O -2.96 -3.59 -1.09
C -1.85 -3.10 -0.96
N -0.77 -2.63 -0.85
C 0.61 2.72 -1.94
C -0.74 2.34 -1.33
C -1.86 3.03 -2.13
C -0.78 2.81 0.13
C -0.83 0.84 -1.28
H 0.74 3.81 -1.85
H 0.67 2.44 -2.99
H 1.43 2.21 -1.43
H -1.76 4.12 -2.11
H -2.84 2.78 -1.71
H -1.84 2.70 -3.17
H -0.59 3.89 0.16
H -0.03 2.29 0.72
H -1.76 2.63 0.59
H -1.76 0.53 -1.80
N 2.27 -2.93 -0.37
C 2.41 -1.53 -0.56
N 3.30 -0.96 0.39
S 2.31 -0.85 -2.13
H 2.25 -3.16 0.61
H 1.41 -3.25 -0.80
H 2.94 -1.06 1.33
H 3.41 0.02 0.17
C 0.48 -2.33 3.21
O 0.88 -1.39 2.17
C 0.07 -0.68 1.44
C -1.35 -0.82 1.89
H 1.40 -2.81 3.52
H -0.20 -3.07 2.80
H 0.03 -1.83 4.06
H -1.50 -0.82 2.97
H -1.71 -1.77 1.48
H -1.95 -0.03 1.44
*
```

* HOMO energy: -0.1159 Eh

Population analysis type natural (NBO), resulting atomic charges in e: 0.521, -0.726, 0.668, -0.873, -0.589, -0.237, -0.606, -0.591, -0.177, 0.186, 0.210, 0.242, 0.193, 0.200, 0.206, 0.195, 0.235, 0.198, 0.121, -0.853, 0.081, -0.856, -0.241, 0.343, 0.417, 0.363, 0.376, -0.287, -0.524, 0.300, -0.787, 0.195, 0.205, 0.181, 0.194, 0.282, 0.234



# 6
Computed, not measured: 3 unconnected molecules or ions with the total composition C6H15NO in a non-equilibrium geometry, with wB97M-V/def2-TZVPD.

Structure (ORCA input):
```
! RIJCOSX wB97M-V def2-TZVPD def2/J DEFGRID3
* xyz 0 1
C -0.17 0.23 -0.07
C -1.75 -0.46 1.43
C 1.40 -0.75 -2.08
C -0.14 -1.11 -0.43
C -0.84 1.23 -0.97
C 0.94 0.79 0.77
N -1.36 -0.30 2.78
O 2.45 0.19 -1.93
H 3.10 -0.19 -1.32
H -0.99 0.62 2.99
H -0.70 -1.01 3.10
H -2.15 -1.45 1.25
H -2.46 0.30 1.12
H 1.77 -1.77 -2.25
H 0.76 -0.41 -2.89
H -0.93 -1.51 -1.06
H 0.40 -1.80 0.21
H 1.39 0.04 1.41
H 1.70 1.24 0.13
H -1.59 0.77 -1.61
H -0.09 1.71 -1.61
H -1.31 2.02 -0.37
H 0.57 1.61 1.40
*
```

* HOMO energy (alpha / beta): -0.2162 / -0.2211 Eh

Population analysis type natural (NBO), resulting atomic charges in e: 0.066, -0.216, -0.161, -0.363, -0.661, -0.667, -0.821, -0.728, 0.467, 0.363, 0.361, 0.177, 0.170, 0.145, 0.155, 0.206, 0.202, 0.207, 0.241, 0.213, 0.226, 0.213, 0.205



# 7
Computed, not measured: a gas-phase ion, C3H4ClO4S (charge -1) in a non-equilibrium geometry, with wB97M-V/def2-TZVPD.

Structure (ORCA input):
```
! RIJCOSX wB97M-V def2-TZVPD def2/J DEFGRID3
* xyz -1 1
C 0.70 -0.35 -0.49
S -0.86 -1.05 -0.02
O -1.49 -1.62 -1.20
O -0.62 -1.97 1.06
C -2.11 0.26 0.69
Cl -3.61 -0.28 0.15
C -1.48 1.61 0.13
O -1.75 1.83 -1.05
O -0.90 2.25 0.99
H 1.02 -1.32 -0.98
H 0.52 0.49 -1.10
H 1.44 -0.24 0.35
H -1.93 0.15 1.85
*
```

* HOMO energy: -0.1818 Eh
* SMILES: CS(=O)(=O)[C@H](Cl)C(=O)[O-]

Population analysis type natural (NBO), resulting atomic charges in e: -0.875, 2.095, -0.956, -0.997, -0.550, 0.032, 0.727, -0.749, -0.731, 0.241, 0.270, 0.250, 0.244



# 8
Computed, not measured: a molecular structure, C24H47N7O2Sn, with wB97M-V/def2-TZVPD.

Structure (ORCA input):
```
! RIJCOSX wB97M-V def2-TZVPD def2/J DEFGRID3
* xyz 2 1
Sn 0.39 0.12 1.29
C 0.25 2.20 4.48
C 1.40 1.26 4.12
N 1.89 1.27 2.73
C 2.49 2.48 2.15
C 1.49 3.25 1.30
N 0.71 2.36 0.39
C -0.45 3.13 -0.13
C -1.44 2.44 -1.09
C -1.49 0.92 -1.23
N -1.75 0.20 0.04
C -2.92 0.53 0.86
C -2.58 1.49 1.99
N -1.32 1.14 2.72
C -0.94 2.34 3.53
H 0.62 3.21 4.66
H -0.11 1.86 5.45
H 1.10 0.23 4.30
H 2.22 1.46 4.82
H 2.59 0.52 2.70
H 3.32 2.16 1.53
H 2.91 3.15 2.91
H 2.01 4.02 0.73
H 0.77 3.78 1.93
H 1.32 2.13 -0.39
H -0.09 4.04 -0.61
H -0.98 3.47 0.76
H -1.27 2.80 -2.10
H -2.44 2.80 -0.84
H 0.32 1.10 -2.12
H -2.31 0.70 -1.93
H -1.83 -0.78 -0.22
H -3.30 -0.40 1.28
H -3.74 0.96 0.27
H -3.41 1.54 2.69
H -2.45 2.50 1.60
H -1.54 0.38 3.37
H -1.80 2.67 4.10
H -0.75 3.12 2.80
C 4.20 -4.26 3.54
O 3.89 -2.94 3.05
C 2.65 -2.49 2.98
O 2.44 -1.38 2.53
N 1.66 -3.32 3.41
N 0.33 -2.88 3.40
H 5.28 -4.34 3.47
H 3.74 -5.02 2.92
H 3.91 -4.36 4.59
H 1.88 -4.23 3.79
H -0.04 -2.94 4.34
H -0.22 -3.50 2.81
C 0.64 1.54 -5.64
C -0.43 1.36 -4.56
C -1.76 1.97 -4.99
C -0.60 -0.10 -4.17
C -0.89 -1.00 -5.19
C -1.05 -2.35 -4.94
C -0.88 -2.82 -3.65
C -0.58 -1.96 -2.60
C -0.35 -2.57 -1.23
C -1.59 -3.29 -0.70
C 0.86 -3.51 -1.24
C -0.47 -0.59 -2.86
N -0.25 0.35 -1.77
H 0.79 2.60 -5.85
H 0.34 1.07 -6.57
H 1.59 1.10 -5.34
H -0.08 1.94 -3.69
H -2.13 1.50 -5.90
H -1.65 3.04 -5.20
H -2.53 1.85 -4.22
H -0.99 -0.64 -6.21
H -1.29 -3.03 -5.74
H -0.98 -3.88 -3.46
H -0.10 -1.76 -0.55
H -1.85 -4.14 -1.33
H -2.48 -2.65 -0.68
H -1.41 -3.68 0.31
H 0.71 -4.35 -1.91
H 1.04 -3.91 -0.23
H 1.76 -2.98 -1.56
*
```

* HOMO energy: -0.4915 Eh

Population analysis type Löwdin, resulting atomic charges in e: 1.463, -0.141, -0.196, -0.201, -0.155, -0.176, -0.135, -0.165, -0.088, -0.341, -0.123, -0.163, -0.177, -0.129, -0.192, 0.126, 0.126, 0.108, 0.137, 0.065, 0.136, 0.141, 0.142, 0.105, 0.116, 0.137, 0.088, 0.109, 0.127, 0.094, 0.160, 0.066, 0.132, 0.139, 0.141, 0.102, 0.127, 0.136, 0.081, -0.022, 0.014, -0.558, -0.078, 0.016, 0.052, 0.107, 0.103, 0.103, 0.135, 0.100, 0.088, -0.051, -0.384, -0.050, -0.133, -0.019, -0.036, -0.024, -0.139, -0.410, -0.051, -0.044, -0.135, 0.028, 0.087, 0.081, 0.089, 0.098, 0.089, 0.088, 0.074, 0.119, 0.118, 0.118, 0.009, 0.090, 0.077, 0.073, 0.087, 0.074, 0.092